(1)
# C40H100O20

A cluster of 10 separate species, C40H100O20 in total at a distorted geometry (the ωB97M-V functional and the def2-TZVPD basis, OMol25).

Its multiplicity is 1. The SMILES is COCCOC.COCCOC.COCCOC.COCCOC.COCCOC.COCCOC.COCCOC.COCCOC.COCCOC.COCCOC.

```
160
Properties=species:S:1:pos:R:3:lowdin_charge:R:1
C -2.06 8.15 4.12 -0.1169
O -2.91 7.72 3.07 -0.1794
C -3.76 6.58 3.40 -0.1701
C -5.10 7.08 3.90 -0.2573
O -6.12 6.26 3.57 -0.1912
C -6.14 4.93 4.09 -0.0979
H -1.21 7.47 4.22 0.0787
H -2.51 8.24 5.11 0.0840
H -1.54 9.09 3.94 0.0817
H -3.37 5.88 4.13 0.1178
H -3.93 6.00 2.49 0.1306
H -5.50 8.00 3.46 0.1389
H -5.18 7.18 4.99 0.1239
H -6.56 4.94 5.10 0.0854
H -5.26 4.29 4.14 0.0825
H -6.81 4.40 3.42 0.0892
C -6.14 10.01 -5.07 -0.1332
O -6.92 9.62 -3.99 -0.1826
C -6.75 8.30 -3.54 -0.1756
C -7.33 7.27 -4.60 -0.1754
O -6.28 7.04 -5.60 -0.2106
C -6.86 6.19 -6.70 -0.0681
H -5.37 9.33 -5.45 0.0818
H -5.64 10.95 -4.82 0.0835
H -6.69 10.20 -5.99 0.0836
H -7.34 8.31 -2.62 0.1206
H -5.71 8.08 -3.30 0.1240
H -8.21 7.62 -5.13 0.1145
H -7.71 6.39 -4.08 0.1079
H -7.58 6.73 -7.31 0.0756
H -7.33 5.24 -6.44 0.0775
H -6.05 5.96 -7.40 0.0763
C 0.01 0.90 -0.66 -0.1179
O -1.38 1.08 -0.68 -0.1978
C -2.07 0.51 -1.81 -0.1958
C -3.56 0.78 -1.77 -0.1834
O -4.35 -0.05 -2.64 -0.1761
C -5.70 0.16 -2.76 -0.1434
H 0.50 1.83 -0.35 0.0900
H 0.47 0.43 -1.53 0.0842
H 0.17 0.10 0.07 0.0822
H -1.80 -0.55 -1.80 0.1275
H -1.68 0.98 -2.71 0.1241
H -3.71 1.85 -1.92 0.1261
H -3.85 0.64 -0.72 0.1225
H -5.95 1.16 -3.11 0.0826
H -6.19 0.08 -1.79 0.0847
H -6.15 -0.54 -3.46 0.0906
C 6.39 -5.21 1.69 -0.1019
O 6.53 -6.44 0.98 -0.2477
C 5.59 -6.74 -0.09 -0.1532
C 5.60 -8.30 -0.24 -0.1632
O 4.63 -8.86 0.66 -0.1931
C 5.12 -9.08 1.97 -0.1006
H 5.92 -4.43 1.08 0.0780
H 7.26 -4.78 2.19 0.0843
H 5.63 -5.40 2.45 0.0780
H 5.86 -6.03 -0.87 0.1165
H 4.64 -6.33 0.26 0.1166
H 6.57 -8.81 -0.20 0.1249
H 5.33 -8.48 -1.28 0.1125
H 5.50 -8.11 2.29 0.0750
H 5.86 -9.87 2.08 0.0867
H 4.26 -9.35 2.58 0.0872
C 2.52 -8.94 -7.94 -0.0803
O 2.42 -7.66 -7.29 -0.2157
C 1.21 -6.93 -7.38 -0.1836
C 1.82 -5.52 -7.11 -0.2030
O 0.79 -4.58 -7.27 -0.2006
C 1.21 -3.21 -7.31 -0.1017
H 2.18 -9.72 -7.27 0.0769
H 3.59 -9.07 -8.07 0.0883
H 1.85 -8.97 -8.80 0.0846
H 0.40 -7.26 -6.72 0.1180
H 0.63 -6.96 -8.31 0.1172
H 2.55 -5.34 -7.90 0.1242
H 2.27 -5.46 -6.12 0.1276
H 0.31 -2.60 -7.33 0.0880
H 1.89 -2.98 -8.13 0.0809
H 1.81 -2.94 -6.44 0.0793
C -2.07 -11.70 -2.46 -0.1425
O -2.94 -11.61 -3.57 -0.1685
C -4.04 -10.73 -3.32 -0.1820
C -4.97 -10.61 -4.55 -0.2203
O -5.97 -9.63 -4.54 -0.1569
C -5.49 -8.32 -4.75 -0.1289
H -2.59 -12.17 -1.62 0.0791
H -1.65 -10.83 -1.97 0.0846
H -1.26 -12.39 -2.68 0.0877
H -3.72 -9.73 -3.02 0.1208
H -4.70 -11.19 -2.59 0.1243
H -5.43 -11.57 -4.77 0.1285
H -4.36 -10.40 -5.43 0.1188
H -6.38 -7.69 -4.73 0.0813
H -5.16 -8.05 -5.76 0.0892
H -4.95 -7.74 -4.01 0.0848
C 3.01 5.87 -5.69 -0.0926
O 1.97 5.80 -4.70 -0.2198
C 0.87 6.72 -4.57 -0.1387
C 1.47 8.03 -3.98 -0.1889
O 2.46 8.64 -4.80 -0.2093
C 3.10 9.65 -4.18 -0.1563
H 3.41 4.86 -5.84 0.0787
H 3.84 6.51 -5.39 0.0753
H 2.61 6.16 -6.66 0.0841
H 0.27 6.16 -3.85 0.1274
H 0.41 6.92 -5.54 0.1209
H 2.02 7.84 -3.06 0.1245
H 0.72 8.81 -3.91 0.1224
H 3.94 9.10 -3.75 0.0918
H 2.55 10.18 -3.40 0.0906
H 3.61 10.40 -4.79 0.0898
C -1.41 -4.50 4.23 -0.0730
O -1.10 -5.14 5.52 -0.2182
C -0.24 -6.29 5.40 -0.1906
C 0.30 -6.73 6.77 -0.2319
O 1.49 -6.13 7.02 -0.1782
C 1.62 -5.06 7.91 -0.0981
H -1.99 -5.24 3.68 0.0807
H -0.54 -4.04 3.77 0.0868
H -2.19 -3.78 4.51 0.0803
H 0.54 -6.13 4.66 0.1224
H -0.86 -7.08 4.97 0.1124
H 0.56 -7.78 6.66 0.1227
H -0.40 -6.67 7.60 0.1310
H 2.63 -5.05 8.32 0.0872
H 0.96 -5.24 8.77 0.0816
H 1.32 -4.08 7.55 0.0849
C 6.84 1.79 4.91 -0.1327
O 7.14 1.49 3.61 -0.1756
C 8.32 2.12 3.21 -0.2060
C 8.13 3.56 2.65 -0.1687
O 7.52 3.48 1.35 -0.2020
C 7.50 4.71 0.66 -0.1306
H 7.20 2.75 5.28 0.0914
H 7.40 0.95 5.32 0.0957
H 5.77 1.64 5.06 0.0933
H 8.81 1.47 2.48 0.1275
H 9.12 2.18 3.94 0.1149
H 9.04 4.17 2.63 0.1181
H 7.36 4.18 3.11 0.1198
H 7.35 5.61 1.25 0.0800
H 6.61 4.67 0.02 0.0889
H 8.43 4.84 0.11 0.0860
C 1.93 5.04 8.92 -0.0655
O 1.75 4.27 10.18 -0.1929
C 0.44 3.73 10.35 -0.2194
C 0.17 2.62 9.37 -0.1915
O -0.13 3.08 8.02 -0.2142
C -0.35 1.98 7.13 -0.1026
H 2.58 5.87 9.18 0.0724
H 1.02 5.45 8.50 0.0861
H 2.61 4.52 8.24 0.0808
H -0.27 4.54 10.20 0.1228
H 0.41 3.37 11.38 0.1279
H -0.66 2.01 9.75 0.1207
H 1.06 2.01 9.31 0.1248
H -0.21 2.31 6.10 0.0871
H -1.38 1.68 7.31 0.0824
H 0.27 1.11 7.36 0.0812
```

(2)
# C40H106N6O16

A cluster of 10 separate species, C40H106N6O16 in total at a distorted geometry (the ωB97M-V functional and the def2-TZVPD basis, OMol25).

Its multiplicity is 1. The SMILES is COCCNCCOC.COCCNCCOC.COCCNCCOC.COCCNCCOC.COCCNCCOC.COCCNCCOC.CO.CO.CO.CO.

```
168
Properties=species:S:1:pos:R:3:lowdin_charge:R:1
C -1.10 3.40 -1.29 -0.1313
O -2.26 2.54 -1.21 -0.1451
H -0.45 3.10 -0.44 0.0646
H -0.52 3.30 -2.24 0.0626
H -1.30 4.47 -1.13 0.0836
H -2.86 2.87 -1.88 0.0815
C -3.55 -1.71 3.20 -0.0509
O -2.88 -0.42 3.63 -0.1473
H -3.03 -2.62 3.56 0.0855
H -4.52 -1.65 3.65 0.0673
H -3.69 -1.70 2.13 0.0493
H -2.85 -0.53 4.58 0.0704
C -2.57 3.34 2.11 -0.1476
O -3.37 2.99 3.23 -0.1247
H -2.87 2.72 1.25 0.0457
H -2.88 4.34 1.84 0.0794
H -1.50 3.24 2.29 0.0762
H -3.11 2.12 3.56 0.0522
C -0.56 0.22 0.90 -0.1053
O -0.40 0.09 2.32 -0.1388
H -0.94 -0.74 0.52 0.0752
H -1.26 1.01 0.65 0.0563
H 0.36 0.52 0.39 0.0585
H -1.28 -0.06 2.65 0.0146
C -3.88 -2.14 -2.68 -0.1433
O -4.50 -1.16 -1.98 -0.1587
C -3.71 -0.65 -0.93 -0.2040
C -4.50 0.43 -0.24 -0.2231
N -5.58 -0.07 0.55 -0.0585
C -6.23 0.93 1.22 -0.2437
C -6.79 2.09 0.36 -0.2368
O -7.58 1.69 -0.72 -0.1543
C -8.90 1.69 -0.29 -0.1386
H -3.04 -1.79 -3.25 0.0774
H -4.63 -2.58 -3.35 0.1004
H -3.57 -2.94 -2.00 0.0766
H -2.76 -0.27 -1.32 0.0900
H -3.47 -1.42 -0.17 0.1188
H -4.78 1.17 -0.97 0.1160
H -3.81 0.91 0.46 0.1051
H -6.21 -0.54 -0.12 0.1397
H -5.50 1.40 1.91 0.1277
H -7.12 0.53 1.76 0.1242
H -5.96 2.68 -0.02 0.1105
H -7.35 2.71 1.07 0.1200
H -9.04 1.10 0.59 0.0741
H -9.46 1.10 -1.02 0.0947
H -9.39 2.64 -0.19 0.0885
C 1.66 -2.51 -2.65 -0.1047
O 0.96 -1.52 -3.35 -0.1767
C 0.16 -0.71 -2.52 -0.2065
C -0.75 0.26 -3.31 -0.1669
N 0.03 1.40 -3.86 -0.0391
C -0.73 2.29 -4.74 -0.2099
C -1.21 1.67 -6.00 -0.2563
O -0.15 1.47 -6.86 -0.1653
C -0.38 0.65 -7.90 -0.1539
H 2.14 -2.11 -1.74 0.0748
H 2.41 -2.91 -3.30 0.0821
H 0.98 -3.32 -2.31 0.0835
H 0.77 -0.20 -1.77 0.1021
H -0.48 -1.41 -1.93 0.1071
H -1.46 0.65 -2.59 0.0850
H -1.32 -0.28 -4.06 0.0973
H 0.87 1.09 -4.36 0.1240
H -0.15 3.19 -5.00 0.1272
H -1.63 2.63 -4.24 0.1101
H -1.97 2.29 -6.45 0.1280
H -1.65 0.70 -5.81 0.1075
H 0.58 0.49 -8.40 0.0950
H -1.14 0.97 -8.62 0.0961
H -0.70 -0.32 -7.51 0.0867
C -1.04 -4.16 -0.53 -0.1431
O -1.68 -4.34 -1.75 -0.2253
C -1.88 -5.75 -2.08 -0.1893
C -2.30 -5.88 -3.50 -0.2328
N -1.26 -5.57 -4.45 -0.0637
C -1.63 -5.68 -5.83 -0.2113
C -0.35 -5.81 -6.69 -0.2474
O -0.68 -5.90 -8.04 -0.1881
C 0.47 -6.20 -8.77 -0.1371
H -0.10 -4.66 -0.41 0.0793
H -1.73 -4.51 0.25 0.0934
H -0.82 -3.11 -0.41 0.0615
H -2.64 -6.06 -1.42 0.1109
H -0.93 -6.32 -1.92 0.1377
H -3.26 -5.36 -3.57 0.1266
H -2.47 -6.95 -3.58 0.1217
H -0.83 -4.67 -4.24 0.1208
H -2.27 -4.86 -6.24 0.1311
H -2.18 -6.61 -5.93 0.1162
H 0.19 -6.72 -6.36 0.1198
H 0.34 -4.94 -6.50 0.1329
H 0.99 -7.11 -8.40 0.0920
H 1.17 -5.36 -8.68 0.0828
H 0.15 -6.33 -9.82 0.0992
C 5.36 4.06 4.65 -0.1114
O 5.36 3.30 3.45 -0.2185
C 6.65 2.86 3.10 -0.2370
C 6.59 1.96 1.90 -0.2570
N 5.70 0.90 2.18 -0.0528
C 5.40 0.09 0.98 -0.1887
C 4.59 -1.16 1.35 -0.1855
O 3.29 -0.75 1.86 -0.2317
C 2.34 -1.79 1.68 -0.1062
H 4.33 4.35 4.88 0.0960
H 5.96 4.97 4.52 0.0857
H 5.75 3.54 5.53 0.0788
H 7.11 2.28 3.91 0.1306
H 7.27 3.73 2.81 0.1279
H 7.61 1.58 1.69 0.1350
H 6.22 2.52 1.00 0.1316
H 4.82 1.23 2.55 0.0838
H 6.35 -0.20 0.52 0.1214
H 4.84 0.64 0.23 0.0997
H 5.11 -1.71 2.15 0.1266
H 4.43 -1.80 0.45 0.1202
H 2.61 -2.71 2.21 0.0958
H 2.17 -1.95 0.62 0.0688
H 1.41 -1.43 2.10 0.0652
C 1.62 2.75 2.51 -0.0888
O 1.43 3.07 1.13 -0.2098
C 2.49 2.37 0.39 -0.2054
C 2.42 2.63 -1.10 -0.2249
N 2.42 4.06 -1.32 -0.0395
C 2.56 4.32 -2.73 -0.2152
C 2.32 5.82 -2.95 -0.2031
O 0.90 6.00 -2.84 -0.2272
C 0.43 7.30 -2.99 -0.1237
H 1.48 1.67 2.58 0.0622
H 0.85 3.23 3.09 0.0817
H 2.64 3.09 2.81 0.0913
H 2.42 1.29 0.61 0.0964
H 3.48 2.74 0.72 0.1165
H 1.52 2.12 -1.54 0.0974
H 3.26 2.12 -1.61 0.1245
H 1.59 4.46 -0.95 0.0906
H 1.86 3.72 -3.36 0.1127
H 3.60 4.14 -3.07 0.1253
H 2.60 6.08 -3.98 0.1168
H 2.89 6.52 -2.30 0.1318
H -0.62 7.33 -2.70 0.0883
H 0.59 7.60 -4.04 0.0878
H 1.04 7.98 -2.38 0.0852
C 1.78 -4.80 8.76 -0.1033
O 2.00 -3.47 8.31 -0.2102
C 1.06 -2.49 8.74 -0.2392
C 1.21 -1.29 7.83 -0.1934
N 0.72 -1.63 6.47 -0.0659
C 0.93 -0.70 5.42 -0.2150
C 2.40 -0.47 5.02 -0.2337
O 3.07 0.27 6.00 -0.2115
C 4.25 0.95 5.50 -0.0669
H 0.81 -5.19 8.46 0.0830
H 1.77 -4.84 9.86 0.0832
H 2.66 -5.37 8.46 0.0837
H 1.23 -2.22 9.82 0.1294
H 0.04 -2.94 8.73 0.1228
H 2.27 -1.02 7.84 0.1048
H 0.65 -0.40 8.18 0.1303
H 1.10 -2.52 6.18 0.1056
H 0.52 0.30 5.71 0.1370
H 0.41 -1.01 4.53 0.0904
H 2.48 0.04 4.04 0.0904
H 3.02 -1.40 4.93 0.1413
H 4.02 1.49 4.57 0.0602
H 5.04 0.24 5.25 0.0945
H 4.51 1.63 6.31 0.0839
```

(3)
# C40H107N7O13

A cluster of 10 separate species, C40H107N7O13 in total at a distorted geometry (the ωB97M-V functional and the def2-TZVPD basis, OMol25).

Its multiplicity is 1. The SMILES is COC[C@H](C)N.COC[C@H](C)N.COC[C@H](C)N.COC[C@H](C)N.COCCNCCOC.COCCNCCOC.COCCNCCOC.CCO.CCO.CCO.

```
167
Properties=species:S:1:pos:R:3:lowdin_charge:R:1
C -9.06 -19.24 -2.39 -0.1065
C -8.99 -20.62 -3.00 -0.3128
O -8.27 -21.52 -2.16 -0.0775
H -9.57 -18.47 -2.98 0.0568
H -8.09 -18.79 -2.14 0.0688
H -9.61 -19.23 -1.44 0.0752
H -8.51 -20.52 -3.98 0.1092
H -9.99 -21.05 -3.11 0.1129
H -7.34 -21.35 -2.35 0.0790
C -12.02 -15.64 -0.02 -0.0770
C -13.41 -15.83 0.57 -0.2682
O -14.39 -15.98 -0.48 -0.1061
H -11.38 -15.09 0.66 0.0507
H -12.05 -15.13 -0.99 0.0460
H -11.52 -16.59 -0.22 0.0721
H -13.78 -15.00 1.18 0.1061
H -13.44 -16.79 1.08 0.1096
H -14.20 -15.31 -1.15 0.0222
C -11.28 -14.01 4.56 -0.0833
C -9.93 -13.90 3.93 -0.3228
O -9.93 -14.51 2.63 -0.1134
H -11.23 -13.58 5.55 0.0780
H -11.66 -15.04 4.53 0.0776
H -12.06 -13.53 3.96 0.0758
H -9.18 -14.44 4.52 0.0844
H -9.60 -12.85 3.87 0.1091
H -9.13 -14.25 2.15 0.0433
C -5.58 -17.62 1.73 -0.0888
O -6.39 -16.98 2.71 -0.1905
C -7.75 -16.93 2.38 -0.2222
C -8.06 -16.25 1.06 -0.2255
N -7.41 -14.96 1.01 -0.0473
C -6.85 -14.54 -0.29 -0.1484
C -7.92 -14.48 -1.38 -0.1963
O -7.38 -15.01 -2.57 -0.2074
C -8.37 -15.59 -3.40 -0.0540
H -5.24 -16.85 1.03 0.0639
H -6.04 -18.49 1.25 0.0985
H -4.68 -17.97 2.24 0.0927
H -8.27 -16.36 3.15 0.1101
H -8.24 -17.92 2.41 0.1098
H -9.14 -16.23 0.91 0.0981
H -7.72 -16.93 0.25 0.1192
H -6.64 -14.96 1.66 0.0766
H -6.00 -15.20 -0.53 0.1096
H -6.39 -13.56 -0.09 0.0946
H -8.20 -13.44 -1.56 0.0966
H -8.79 -15.02 -0.98 0.1136
H -7.88 -15.92 -4.32 0.0843
H -9.16 -14.88 -3.63 0.0650
H -8.76 -16.46 -2.87 0.0687
C -12.32 -5.51 -0.22 -0.1314
O -11.05 -6.09 -0.26 -0.1860
C -10.74 -6.75 0.96 -0.2321
C -9.28 -7.20 0.89 -0.2021
N -8.79 -7.81 2.12 -0.0542
C -9.29 -9.16 2.42 -0.2071
C -8.82 -10.20 1.43 -0.2245
O -9.62 -10.17 0.28 -0.1920
C -9.43 -11.29 -0.55 -0.1052
H -12.61 -5.25 -1.24 0.0858
H -12.37 -4.58 0.36 0.0868
H -13.05 -6.22 0.19 0.0866
H -11.37 -7.63 1.11 0.1209
H -10.88 -6.01 1.76 0.1247
H -8.68 -6.30 0.76 0.1203
H -9.18 -7.85 0.02 0.1037
H -8.97 -7.24 2.94 0.1027
H -10.38 -9.24 2.58 0.1162
H -8.84 -9.42 3.38 0.1186
H -8.93 -11.19 1.89 0.1172
H -7.75 -9.97 1.28 0.1086
H -9.82 -12.18 -0.01 0.0875
H -8.36 -11.50 -0.69 0.0743
H -10.00 -11.17 -1.46 0.0898
C -2.20 -16.76 -0.20 -0.0992
O -1.91 -16.69 -1.58 -0.1930
C -2.81 -15.91 -2.32 -0.2326
C -2.57 -16.18 -3.80 -0.1861
N -3.76 -15.87 -4.57 -0.0825
C -3.58 -15.93 -6.00 -0.2155
C -4.92 -15.74 -6.67 -0.2315
O -5.83 -16.68 -6.12 -0.2146
C -6.94 -16.97 -6.93 -0.1152
H -1.49 -17.43 0.28 0.0892
H -3.26 -17.06 -0.13 0.0655
H -2.12 -15.78 0.29 0.0905
H -2.54 -14.85 -2.14 0.1238
H -3.87 -16.04 -2.05 0.1150
H -2.41 -17.28 -3.85 0.1248
H -1.71 -15.62 -4.16 0.1238
H -4.61 -16.32 -4.28 0.1082
H -3.23 -16.94 -6.29 0.1223
H -2.86 -15.21 -6.40 0.1249
H -4.85 -15.93 -7.75 0.1214
H -5.26 -14.71 -6.56 0.1176
H -7.49 -16.04 -7.17 0.0934
H -7.63 -17.63 -6.41 0.0818
H -6.62 -17.46 -7.86 0.0896
C -4.92 -10.75 0.58 -0.0630
C -5.05 -10.41 2.06 -0.4220
C -4.98 -11.61 2.98 -0.2222
O -6.23 -12.25 3.05 -0.1830
C -6.17 -13.48 3.74 -0.1039
N -3.86 -9.58 2.38 0.0265
H -5.28 -9.95 -0.06 0.0688
H -5.38 -11.68 0.23 0.0533
H -3.87 -10.87 0.29 0.0849
H -5.97 -9.84 2.23 0.1173
H -4.71 -11.26 3.99 0.1271
H -4.17 -12.25 2.61 0.1330
H -5.35 -14.13 3.41 0.0924
H -7.10 -14.03 3.65 0.0564
H -6.08 -13.25 4.81 0.0998
H -4.03 -9.09 3.25 0.0695
H -3.87 -8.81 1.71 0.0712
C -3.89 -11.33 -3.35 -0.0485
C -5.25 -11.95 -3.23 -0.4494
C -6.43 -11.04 -3.34 -0.2151
O -6.34 -10.00 -2.39 -0.2018
C -7.27 -8.97 -2.64 -0.1088
N -5.41 -13.08 -4.14 0.0585
H -3.75 -10.85 -4.32 0.0856
H -3.10 -12.08 -3.22 0.0719
H -3.67 -10.56 -2.61 0.0731
H -5.31 -12.38 -2.21 0.1250
H -7.35 -11.63 -3.17 0.1157
H -6.67 -10.64 -4.34 0.1292
H -7.00 -8.44 -3.55 0.0916
H -7.28 -8.33 -1.76 0.0851
H -8.30 -9.35 -2.79 0.0858
H -4.61 -13.71 -4.11 0.0423
H -6.12 -13.75 -3.85 0.0467
C -9.10 -17.08 6.56 -0.0536
C -8.04 -18.13 6.86 -0.4409
C -7.75 -19.06 5.71 -0.2143
O -8.96 -19.75 5.42 -0.1952
C -8.89 -20.47 4.19 -0.0907
N -6.77 -17.45 7.25 0.0301
H -9.95 -17.51 6.03 0.0774
H -8.67 -16.29 5.94 0.0635
H -9.46 -16.66 7.50 0.0776
H -8.38 -18.74 7.71 0.1366
H -6.98 -19.79 5.98 0.1291
H -7.40 -18.49 4.84 0.1164
H -9.89 -20.88 4.10 0.0913
H -8.19 -21.30 4.32 0.0891
H -8.58 -19.84 3.35 0.0659
H -6.09 -18.17 7.48 0.0650
H -6.95 -16.98 8.13 0.0684
C -12.97 -16.07 -3.96 -0.0482
C -12.83 -14.63 -4.45 -0.4159
C -13.03 -13.59 -3.37 -0.1967
O -14.20 -13.90 -2.61 -0.2231
C -14.67 -12.76 -1.93 -0.1054
N -11.50 -14.46 -5.07 0.0391
H -12.59 -16.18 -2.94 0.0611
H -12.45 -16.78 -4.59 0.0764
H -14.02 -16.32 -3.82 0.0836
H -13.54 -14.51 -5.28 0.1403
H -13.14 -12.61 -3.84 0.1266
H -12.21 -13.56 -2.64 0.1181
H -13.89 -12.22 -1.40 0.0927
H -15.40 -13.13 -1.20 0.0933
H -15.21 -12.10 -2.61 0.0920
H -10.80 -14.43 -4.33 0.0248
H -11.43 -13.54 -5.49 0.0715
```

Respective energy above the lowest of the compared OMol25 structures with the same formula, charge and spin values: 159.0, 6.1, 19.8 kcal/mol.
Respective HOMO-LUMO gap values: 9.58, 8.80, 9.00 eV.